The following is a quantum chemistry calculation of a molecular structure, C8H6AsBrO2ReS4, from the OMol25 dataset.

Values from the calculation:
Kohn-Sham gap (alpha / beta) in eV: 5.90 / 5.97
F_max in hartree/bohr: 0.018
Total charge: +1

Geometry as XYZ:
```
23
Properties=species:S:1:pos:R:3:forces:R:3:lowdin_charge:R:1
Re 0.660493 1.980776 0.944451 0.78 0.39 0.26 0.9350
S 3.487628 5.073264 -0.995308 -0.08 -0.10 -0.16 0.1912
As 3.080990 4.637427 0.904070 0.24 0.26 0.02 -0.1862
S 2.832768 1.443191 0.682577 -0.77 -0.20 -0.06 0.5149
S 0.811428 4.160383 1.139231 -0.47 -0.30 -0.09 0.1734
S 3.952110 4.825541 2.686678 -0.03 -0.16 0.17 0.1851
Br -0.893992 -5.030553 -2.614516 0.01 -0.06 -0.03 0.8250
C -1.207574 -3.388713 -1.767565 0.02 -0.04 -0.03 -0.6767
C -0.128609 -2.579104 -1.439255 0.01 0.14 0.09 -0.0984
C -0.363783 -1.369857 -0.809884 0.10 -0.08 -0.07 -0.0136
C -1.666752 -0.970520 -0.521982 0.41 0.10 0.08 -0.1529
C -2.738478 -1.790739 -0.863078 -0.21 -0.13 -0.05 0.0163
C -2.510326 -3.004704 -1.484026 -0.10 0.09 0.05 -0.0868
C -2.002879 0.293503 0.131597 -0.01 -0.33 -0.30 -0.3847
O -3.051906 0.749227 0.363980 -0.39 0.37 0.23 0.2229
O -0.841520 1.098712 0.559408 0.56 -0.10 0.01 -0.3152
H 0.878032 -2.895897 -1.674713 -0.03 0.02 0.01 0.1113
H 0.482151 -0.743688 -0.562925 0.01 0.05 0.01 0.0892
H -3.747631 -1.469793 -0.635999 0.05 -0.03 -0.02 0.1359
H -3.336438 -3.649811 -1.748300 0.01 0.02 0.00 0.1151
C 2.047203 1.054154 2.220518 0.00 0.06 -0.27 -0.6426
H 2.353785 1.588742 3.111745 0.00 0.05 0.05 0.0169
H 1.903293 -0.011547 2.373289 -0.10 0.00 0.08 0.0251
```
Positions in Å, forces in eV/Å.


The following is a quantum chemistry calculation of C5H9N5O2 in the gas phase in a non-equilibrium geometry, from the OMol25 dataset.

Values from the calculation:
Kohn-Sham gap (alpha / beta) in eV: 7.38 / 4.54
⟨S²⟩: 2.025
F_max in hartree/bohr: 0.083
Multiplicity: 3

Geometry as XYZ:
```
21
Properties=species:S:1:pos:R:3:forces:R:3:lowdin_charge:R:1
C 1.735010 0.785484 0.035019 -1.60 -2.14 -0.09 -0.2320
C 0.134571 -0.794071 -0.937518 -2.23 -1.95 -0.27 -0.0312
C -0.550028 1.476300 -0.100928 -1.63 1.90 -0.63 -0.0662
C 0.191415 -0.412134 1.433314 1.86 -1.09 1.25 -0.0387
C 0.332557 0.314881 0.135524 0.97 -0.86 -0.53 -0.5674
N 2.903330 0.075104 0.111323 1.08 0.68 0.11 0.0744
N 2.038614 2.039112 -0.028012 3.12 2.31 0.02 0.1606
N 3.935872 1.001115 -0.023962 1.37 -2.36 -0.20 0.1241
N 3.343571 2.118545 -0.055909 -2.79 1.98 0.05 0.0380
N 3.222644 -1.248380 -0.043326 -0.81 3.73 0.19 -0.4594
O 4.330036 -1.487993 -0.410938 3.94 -0.58 -1.04 0.1083
O 2.353662 -2.046098 0.149383 -2.58 -3.22 1.08 0.0376
H -0.897767 -1.330679 -0.723768 1.85 1.24 -0.47 0.1319
H 0.868412 -1.639083 -0.939330 -0.69 1.15 0.36 0.0754
H 0.096995 -0.453239 -1.967824 -0.09 0.52 -0.06 0.0810
H -1.591487 1.097288 -0.202567 0.54 0.43 0.20 0.1025
H -0.507175 2.294604 0.687778 -0.01 -1.25 -0.80 0.1127
H -0.289098 1.970737 -1.073861 -0.29 -0.40 0.77 0.1001
H 1.085907 -1.053774 1.345018 -0.87 -0.52 0.72 0.0712
H -0.660528 -1.033168 1.462093 -1.07 -0.73 -0.18 0.0754
H 0.293812 -0.010368 2.444458 -0.08 1.15 -0.47 0.1016
```
Positions in Å, forces in eV/Å.


The following is a quantum chemistry calculation of C21H30NO5P in the gas phase in a non-equilibrium geometry, from the OMol25 dataset.

Values from the calculation:
Kohn-Sham gap in eV: 8.45
SMILES string: COc1ccc(OC)c([C@H](Nc2ccccc2)P(=O)(OC(C)C)OC(C)C)c1
F_max in hartree/bohr: 0.027
Energy relative to the best compared isomer or geometry (same formula, charge and spin) in kJ/mol: 10.0

Geometry as XYZ:
```
58
Properties=species:S:1:pos:R:3:forces:R:3:lowdin_charge:R:1
C -0.331784 5.823181 0.261488 -0.08 0.15 -0.04 -0.0942
H 0.217551 6.581539 0.817229 -0.07 -0.01 -0.06 0.0922
O 0.297298 4.601897 0.560362 0.14 -0.26 0.05 -0.0869
C -0.188714 3.464382 -0.016439 -0.10 -0.06 -0.08 -0.2663
C -1.273475 3.404729 -0.876720 0.19 0.34 0.24 -0.0130
C -1.689440 2.185160 -1.396217 -0.04 -0.48 -0.12 -0.0054
C -1.020463 1.020195 -1.068958 0.05 0.43 -0.09 -0.2419
C 0.088248 1.073844 -0.212995 -0.19 0.24 -0.18 -0.1474
C 0.485136 2.284690 0.308635 -0.17 0.04 -0.08 0.0562
H 1.320050 2.347034 0.988888 0.16 -0.03 0.10 0.1305
C 0.785700 -0.215202 0.108872 -0.23 -0.26 0.11 -0.2585
N 1.342457 -0.907790 -1.027463 -0.18 -0.47 -0.19 0.0174
C 2.211676 -0.307290 -1.917468 0.35 0.11 -0.12 -0.2528
C 2.341668 -0.841920 -3.202361 -0.11 -0.01 0.05 -0.0304
C 3.253122 -0.319025 -4.095929 -0.02 0.02 -0.02 -0.0987
C 4.054191 0.752431 -3.734267 0.14 0.10 -0.07 -0.1136
C 3.932945 1.287517 -2.463663 0.07 0.03 -0.10 -0.0911
C 3.025887 0.767824 -1.559770 -0.16 -0.08 0.11 -0.0249
H 2.949681 1.198925 -0.574997 -0.01 0.06 0.12 0.0966
H 4.552405 2.122642 -2.169178 0.04 0.06 0.03 0.1015
H 4.763677 1.164747 -4.435784 0.06 0.03 -0.05 0.0944
H 3.336495 -0.746600 -5.084980 0.00 -0.04 -0.06 0.1002
H 1.715061 -1.675793 -3.486728 -0.06 -0.10 -0.04 0.1100
H 0.665306 -1.524316 -1.460671 0.12 0.05 -0.03 0.1082
P -0.409365 -1.442225 0.825858 0.26 0.23 1.37 0.6021
O -0.841571 -2.567891 -0.011722 0.07 -0.06 -0.31 -0.2304
O 0.310267 -1.945728 2.180463 -0.45 0.62 -0.41 -0.1809
C 1.014655 -3.185364 2.160772 0.49 -0.82 0.12 -0.4720
C 1.071391 -3.696549 3.594010 -0.16 0.21 -0.36 -0.0410
H 0.066594 -3.809686 3.992216 -0.09 -0.04 0.07 0.0756
H 1.576328 -4.657877 3.625270 0.06 -0.10 0.02 0.0814
H 1.612150 -2.987498 4.215667 0.09 0.06 0.11 0.0831
C 2.402896 -2.989180 1.566072 -0.37 0.03 0.03 -0.0398
H 2.313784 -2.623890 0.544498 0.13 0.00 -0.10 0.0631
H 2.961221 -2.263780 2.153865 0.10 0.08 0.08 0.0870
H 2.942856 -3.932334 1.560533 0.08 -0.09 -0.02 0.0844
H 0.451158 -3.885604 1.530336 0.08 0.09 0.16 0.1316
O -1.549617 -0.499722 1.414630 0.71 -0.14 -0.20 -0.1636
C -2.882547 -1.007351 1.496699 -0.90 -0.14 0.11 -0.4547
C -3.808451 0.198834 1.574425 0.35 -0.24 -0.11 -0.0293
H -3.622152 0.744705 2.495616 -0.02 0.08 0.12 0.0868
H -3.619268 0.867999 0.738714 -0.02 0.09 -0.10 0.0690
H -4.846035 -0.122986 1.551263 -0.11 -0.02 0.01 0.0841
C -3.024108 -1.923536 2.703402 0.21 0.12 -0.29 -0.0353
H -4.048968 -2.275407 2.790828 -0.09 -0.05 0.01 0.0851
H -2.361268 -2.777263 2.583045 -0.02 -0.15 0.10 0.0717
H -2.745738 -1.388923 3.608380 0.00 0.05 0.12 0.0911
H -3.080778 -1.585516 0.584526 0.01 0.13 0.10 0.1316
H 1.566744 -0.033256 0.855566 -0.16 -0.06 0.05 0.1342
O -1.349390 -0.232875 -1.490932 0.12 0.26 0.03 -0.1308
C -2.506909 -0.412124 -2.266924 -0.17 -0.08 -0.17 -0.0627
H -2.601436 -1.488692 -2.400161 -0.04 0.06 -0.02 0.1004
H -2.407884 0.071349 -3.244900 -0.02 0.00 0.07 0.1006
H -3.398612 -0.030212 -1.759399 0.03 0.02 0.01 0.0934
H -2.543769 2.168021 -2.054963 -0.07 -0.04 -0.07 0.1088
H -1.818179 4.292984 -1.154253 -0.01 0.11 0.00 0.1035
H -1.378370 5.827146 0.583905 0.03 -0.01 -0.03 0.0946
H -0.280310 6.051633 -0.808189 -0.02 -0.02 0.03 0.0951
```
Positions in Å, forces in eV/Å.


The following is a quantum chemistry calculation of a molecular structure, C21H31NNiO3, from the OMol25 dataset.

Values from the calculation:
Kohn-Sham gap (alpha / beta) in eV: 8.11 / 8.54
⟨S²⟩: 2.006
F_max in hartree/bohr: 0.013
Energy relative to the best compared isomer or geometry (same formula, charge and spin) in kJ/mol: 0.0
Multiplicity: 3

Geometry as XYZ:
```
57
Properties=species:S:1:pos:R:3:forces:R:3:lowdin_charge:R:1
Ni -0.108004 0.113389 -0.106932 -0.35 -0.15 -0.09 0.7106
C 0.460481 -1.261056 3.265503 0.02 0.12 -0.19 -0.0770
O 0.537800 -0.146923 2.384195 0.01 0.01 0.07 -0.2393
C 1.747331 0.585822 2.471349 0.00 -0.13 -0.11 -0.1747
C 2.756784 0.125437 1.429450 -0.03 0.08 -0.07 -0.1593
O 2.104778 0.023176 0.171698 0.03 0.00 0.18 -0.2473
C 2.905075 0.130696 -0.993070 -0.01 -0.04 0.05 -0.1576
C 2.177815 -0.564301 -2.114816 -0.09 -0.15 0.04 -0.1805
O 0.853553 -0.067472 -2.162586 -0.06 0.27 -0.34 -0.2415
C 0.076885 -0.690511 -3.179720 0.09 -0.04 0.07 -0.0663
H 0.469947 -0.919390 4.304383 -0.01 0.00 0.02 0.0920
H -0.473608 -1.775198 3.053255 0.00 0.01 -0.03 0.0889
H 1.281220 -1.964091 3.109335 0.05 -0.02 -0.06 0.0892
H 1.502258 1.631930 2.301935 -0.08 0.03 -0.05 0.1178
H 2.185297 0.477188 3.467283 0.07 0.06 0.04 0.1301
H 3.565702 0.857385 1.375513 0.08 0.09 0.02 0.1341
H 3.192914 -0.841251 1.696324 0.00 -0.14 -0.05 0.1266
H 3.065874 1.182638 -1.239765 0.02 0.06 0.04 0.1233
H 3.873412 -0.351988 -0.844818 0.07 -0.05 0.04 0.1386
H 2.690068 -0.359152 -3.058348 0.04 0.02 -0.10 0.1358
H 2.162219 -1.645344 -1.946788 -0.05 -0.03 0.01 0.1248
H 0.532251 -0.525757 -4.158716 0.03 0.07 -0.03 0.0936
H -0.016459 -1.762425 -2.992449 0.01 0.00 0.02 0.0876
H -0.910451 -0.236447 -3.155531 -0.01 0.03 0.02 0.0921
C -2.449298 0.354737 1.464903 -0.02 0.05 0.12 -0.0994
N -2.407207 0.659260 0.032979 -0.09 0.03 -0.06 -0.2875
C -3.500705 -0.037224 -0.653466 0.00 0.12 0.08 -0.0950
C -2.551742 2.114706 -0.167292 0.09 -0.05 -0.02 -0.1709
C -1.244953 2.872324 -0.077622 -0.16 0.01 0.07 -0.2500
C -1.283384 4.267884 -0.091351 -0.10 0.01 0.03 -0.0664
C -0.108912 5.004673 -0.081248 -0.06 -0.10 0.00 -0.1085
C 1.104831 4.326557 -0.060684 0.00 -0.07 -0.01 -0.1074
C 1.116350 2.935257 -0.041743 -0.08 0.24 0.05 -0.1308
C -0.053330 2.156550 -0.038150 0.57 -0.33 -0.05 -0.1155
H -3.418439 0.631946 1.902925 -0.02 0.00 -0.01 0.0943
H -1.658821 0.910918 1.974240 -0.11 -0.06 -0.03 0.0828
H -2.279734 -0.713091 1.617095 0.00 0.05 -0.03 0.0785
H -4.478006 0.380779 -0.372107 0.02 0.04 0.01 0.0922
H -3.508450 -1.093544 -0.394225 0.03 0.13 0.08 0.0632
H -3.384140 0.058926 -1.734067 0.01 0.00 0.03 0.0880
H -3.275089 2.508318 0.559451 -0.09 0.02 -0.01 0.1237
H -2.983022 2.286388 -1.155407 -0.01 -0.10 -0.07 0.1231
H -2.246648 4.777442 -0.114749 0.12 -0.02 0.00 0.1071
H -0.137746 6.087906 -0.094638 -0.01 -0.03 0.00 0.0937
H 2.038674 4.881090 -0.062803 -0.05 -0.02 0.00 0.0928
H 2.092120 2.455514 -0.034645 -0.10 0.02 0.07 0.0648
C -0.112152 -4.786849 -0.672552 -0.02 0.01 0.02 -0.1192
C -1.257857 -4.083538 -1.013413 0.04 0.09 0.00 -0.1113
C -1.328170 -2.705966 -0.802108 -0.12 -0.09 0.04 -0.1539
C -0.289165 -1.950779 -0.240939 0.41 0.15 0.17 -0.1697
C 0.851692 -2.711831 0.088557 -0.20 -0.28 0.06 -0.1553
C 0.948392 -4.088102 -0.111069 0.00 0.07 -0.01 -0.1079
H -0.048628 -5.856785 -0.836981 0.00 0.05 0.01 0.0925
H -2.102580 -4.602523 -1.452865 0.00 -0.01 0.00 0.0930
H -2.251526 -2.219759 -1.101851 0.18 -0.07 -0.07 0.0537
H 1.716803 -2.223151 0.522447 -0.01 0.02 0.02 0.0707
H 1.857712 -4.614362 0.166684 -0.05 0.03 -0.01 0.0932
```
Positions in Å, forces in eV/Å.


- F_max of number 3 (C21H30NO5P)?
  0.027 hartree/bohr